Entry 1:
{"formula": "C20H23N3O4", "method": "the ωB97M-V functional and the def2-TZVPD basis", "total_charge": 0, "smiles": "CCCc1cc(=O)oc2cc(OCC(=O)NCCCn3ccnc3)ccc12", "e_above_lowest_ev": 19.4618, "homo_lumo_gap_ev": 7.70, "total_energy_ha": -1240.5640, "homo_energy_ev": -7.4, "species": ["C", "C", "C", "C", "C", "C", "O", "O", "C", "C", "C", "O", "C", "C", "O", "N", "C", "C", "C", "N", "C", "C", "N", "C", "C", "C", "C", "H", "H", "H", "H", "H", "H", "H", "H", "H", "H", "H", "H", "H", "H", "H", "H", "H", "H", "H", "H", "H", "H", "H"], "xyz": [[-3.927263, -1.881283, -0.649717], [-3.568316, -1.456073, 0.698687], [-4.088578, -0.154446, 0.780336], [-3.203029, 0.842574, 0.291145], [-3.542892, 1.370112, -0.783825], [-2.535935, 2.311765, -1.832676], [-2.784735, 2.829854, -2.875744], [-1.222553, 2.398477, -1.177465], [-0.988198, 2.103252, 0.041402], [0.279062, 2.204430, 0.340990], [0.833768, 1.370519, 1.522801], [2.193333, 1.711395, 2.041072], [3.001049, 2.468623, 1.568065], [3.440700, 1.959872, -0.029630], [4.085788, 2.766575, -0.458374], [3.051118, 0.862444, -0.268820], [3.329648, 0.412820, -1.893390], [3.823129, -1.208801, -1.648801], [2.463521, -2.217268, -1.656951], [1.624147, -2.071402, -0.630257], [1.747788, -2.535700, 0.579758], [0.634835, -2.072886, 1.265656], [-0.312682, -1.592382, 0.244318], [0.345857, -1.419994, -0.828165], [-0.075518, 0.933148, 2.472403], [-1.396383, 0.635113, 1.889773], [-1.904517, 1.120531, 0.913779], [-3.560764, -3.068692, -0.829118], [-5.003625, -1.686051, -1.094221], [-3.525211, -1.211502, -1.374966], [-2.503037, -1.490043, 0.898991], [-4.249995, -2.106530, 1.352254], [-4.962549, 0.127737, 0.529553], [-4.043823, 0.125994, 2.045451], [-4.525048, 1.426125, -1.482479], [0.983015, 2.541395, -0.171988], [2.532174, 3.526816, 1.598582], [3.811633, 2.385165, 2.132680], [2.371267, 0.275209, 0.445178], [2.338198, 0.512244, -2.198547], [4.222532, 0.787333, -1.880244], [4.418164, -1.611555, -2.480073], [4.324141, -1.281020, -0.750673], [2.021075, -1.967694, -2.443791], [2.884776, -3.171698, -1.763308], [2.648193, -2.918364, 0.949917], [0.385651, -2.058332, 2.310749], [-0.064103, -1.149277, -1.859095], [0.219088, 0.392798, 3.453622], [-2.024887, -0.071322, 2.695145]], "forces_ev_per_angstrom": [[-0.581, -3.978, -3.791], [-2.330, -3.858, 0.820], [4.553, 2.812, 9.360], [2.865, -1.108, 3.375], [-1.638, 6.321, -11.251], [-0.512, -1.156, 4.113], [0.673, -0.970, 1.373], [-3.420, 2.113, -6.060], [-1.988, -4.501, 3.514], [-0.999, -5.299, 8.331], [-0.068, 4.978, 1.591], [-10.981, -10.082, 5.179], [1.486, 6.481, -8.022], [-2.910, 4.552, 11.283], [6.950, 7.236, -6.888], [-4.735, -12.015, -3.608], [-2.522, -6.783, 7.021], [-4.663, 0.589, -2.933], [8.454, 0.590, 3.071], [-3.559, 1.986, -1.839], [-2.033, 1.779, 3.241], [-1.515, -0.542, -2.660], [0.495, 0.879, 3.705], [1.786, -2.482, -0.724], [0.674, -2.422, -1.083], [3.704, -5.653, 13.638], [-2.722, 6.833, -11.716], [-1.158, 3.340, -0.043], [1.268, -1.082, 1.959], [1.594, 0.053, -0.800], [-0.116, -0.454, 0.077], [1.612, 0.571, -0.183], [-6.622, 0.717, -1.990], [-0.596, -0.598, -2.941], [1.957, -1.045, 2.417], [5.371, 3.441, -4.991], [1.440, -0.628, -0.882], [4.162, 0.347, 2.046], [2.364, 2.095, -2.491], [-0.751, 0.738, -1.961], [4.464, 3.740, -1.959], [0.029, 0.539, 0.160], [1.145, -0.001, 1.886], [-3.645, 1.827, -6.954], [0.280, -1.641, -0.004], [1.054, -0.627, 0.358], [-0.149, -0.347, -0.049], [0.895, -0.358, 1.644], [-0.408, 1.340, -1.815], [1.346, 1.736, -2.527]], "nbo_charge": [-0.6012, -0.4645, -0.3463, -0.0463, -0.2698, 0.7991, -0.5262, -0.5120, 0.3448, -0.3089, 0.2819, -0.5094, -0.1107, 0.6253, -0.6239, -0.6411, -0.2056, -0.4041, -0.1724, -0.3697, -0.0558, -0.1219, -0.4653, 0.1521, -0.2783, -0.1641, -0.0458, 0.2077, 0.2116, 0.2009, 0.2707, 0.2048, 0.2099, 0.1636, 0.2404, 0.2030, 0.1350, 0.1786, 0.4470, 0.2354, 0.2351, 0.2047, 0.2018, 0.1830, 0.1958, 0.2238, 0.2198, 0.2197, 0.2334, 0.2146]}


Entry 2:
{"formula": "C20H23N3O5S", "method": "the ωB97M-V functional and the def2-TZVPD basis", "total_charge": 0, "smiles": "Cc1ccc(NC(=O)CN2C(=O)[C@@H]3[C@H](C2=O)[C@H]2C=C[C@@H]3C2)cc1S(=O)(=O)N(C)C", "e_above_lowest_ev": 1.0545, "homo_lumo_gap_ev": 9.19, "total_energy_ha": -1714.6126, "homo_energy_ev": -8.6, "species": ["C", "C", "C", "C", "C", "N", "C", "O", "C", "N", "C", "O", "C", "C", "C", "O", "C", "C", "C", "C", "C", "C", "C", "S", "O", "O", "N", "C", "C", "H", "H", "H", "H", "H", "H", "H", "H", "H", "H", "H", "H", "H", "H", "H", "H", "H", "H", "H", "H", "H", "H", "H"], "xyz": [[-2.170305, -4.287051, -1.219232], [-1.490308, -3.127797, -0.572792], [-0.148151, -3.185126, -0.205980], [0.474563, -2.119004, 0.411212], [-0.230199, -0.947006, 0.687019], [0.459031, 0.082227, 1.329942], [-0.001794, 1.303090, 1.702356], [-1.126481, 1.713330, 1.557933], [1.093482, 2.149363, 2.384300], [2.178921, 2.496686, 1.489656], [3.168657, 1.630130, 1.100088], [3.231015, 0.469652, 1.441390], [4.108320, 2.362037, 0.177960], [3.547592, 3.784205, 0.089763], [2.332565, 3.787352, 0.986598], [1.608637, 4.703188, 1.254067], [3.157409, 3.916383, -1.410976], [4.473455, 3.902251, -2.150382], [4.961793, 2.670929, -2.074525], [3.980243, 1.840609, -1.283425], [2.662195, 2.496729, -1.711271], [-1.569702, -0.866532, 0.316136], [-2.169674, -1.946646, -0.300656], [-3.896064, -1.775565, -0.757742], [-4.370174, -0.481753, -0.359126], [-4.076360, -2.151415, -2.131553], [-4.601612, -2.989539, 0.199370], [-4.578663, -2.608543, 1.593100], [-5.908922, -3.383746, -0.280765], [-2.899007, -4.716921, -0.533899], [-2.715601, -3.951305, -2.097697], [-1.449206, -5.050186, -1.501065], [0.416406, -4.083419, -0.407782], [1.517720, -2.186019, 0.685763], [1.441497, -0.117594, 1.515622], [0.639797, 3.086423, 2.716697], [1.497584, 1.597542, 3.238443], [5.134054, 2.281258, 0.538710], [4.232349, 4.577853, 0.389805], [2.485113, 4.743921, -1.615856], [4.921836, 4.771654, -2.592605], [5.901380, 2.301382, -2.439612], [4.065259, 0.761289, -1.371582], [2.452134, 2.348628, -2.768645], [1.794198, 2.191631, -1.128292], [-2.153239, 0.021239, 0.498074], [-3.553155, -2.362557, 1.862326], [-5.212473, -1.735919, 1.785983], [-4.919235, -3.447829, 2.198896], [-6.673880, -2.632242, -0.055412], [-6.187658, -4.332775, 0.178324], [-5.835343, -3.504490, -1.358658]], "forces_ev_per_angstrom": [[0.078, -0.257, -0.134], [0.041, -0.142, -0.061], [-0.166, 0.116, -0.004], [-0.133, 0.155, 0.027], [-0.337, -0.269, -0.235], [0.337, -0.268, -0.002], [0.558, 0.213, 0.297], [-0.350, 0.107, -0.052], [-0.339, 0.011, 0.145], [-0.299, -0.173, 0.281], [0.198, 0.245, -0.014], [0.142, -0.238, 0.072], [0.201, -0.215, 0.008], [0.016, 0.332, -0.001], [0.331, 0.079, -0.059], [-0.143, 0.173, -0.019], [-0.171, 0.149, -0.029], [-0.055, 0.047, -0.135], [0.004, -0.087, -0.124], [-0.018, -0.237, -0.011], [-0.111, -0.045, -0.118], [-0.069, 0.329, 0.103], [-0.357, -0.025, -0.048], [-0.087, -0.379, 0.181], [0.168, 0.065, 0.261], [0.018, -0.154, 0.026], [0.672, 0.723, -0.635], [0.023, 0.181, 0.402], [-0.247, 0.002, -0.349], [-0.021, -0.104, -0.024], [0.029, -0.177, -0.064], [0.044, -0.048, -0.017], [0.028, -0.096, -0.033], [0.123, -0.017, 0.039], [-0.208, 0.222, 0.029], [0.052, -0.221, -0.051], [-0.001, 0.077, -0.070], [-0.101, -0.006, 0.068], [-0.078, -0.064, 0.063], [-0.014, 0.019, 0.004], [0.197, 0.174, -0.076], [0.263, 0.004, -0.066], [0.002, -0.016, 0.007], [0.005, 0.000, 0.004], [-0.084, -0.038, 0.057], [0.052, 0.076, 0.070], [-0.010, -0.008, 0.235], [-0.007, -0.051, 0.074], [0.048, -0.022, -0.019], [-0.044, -0.037, 0.008], [0.034, 0.029, 0.003], [-0.214, -0.135, -0.011]], "nbo_charge": [-0.6547, -0.0020, -0.1516, -0.2202, 0.1271, -0.6255, 0.6698, -0.5779, -0.3246, -0.4713, 0.7327, -0.6146, -0.3190, -0.3080, 0.7124, -0.5456, -0.2485, -0.1896, -0.1828, -0.2485, -0.3904, -0.1708, -0.3481, 2.3046, -0.9367, -0.9446, -0.6617, -0.4299, -0.4299, 0.2366, 0.2539, 0.2117, 0.2092, 0.2159, 0.4339, 0.2668, 0.2278, 0.2523, 0.2509, 0.2415, 0.2234, 0.2211, 0.2376, 0.2321, 0.2085, 0.2764, 0.2160, 0.1994, 0.2069, 0.1865, 0.2045, 0.2371]}